{
  "formula": "C80H188F15N9O30",
  "method": "wB97M-V/def2-TZVPD",
  "elements": ["C", "O", "O", "C", "F", "F", "F", "C", "C", "H", "H", "H", "H", "H", "H", "C", "O", "O", "C", "F", "F", "F", "C", "C", "H", "H", "H", "H", "H", "H", "C", "O", "O", "C", "F", "F", "F", "C", "C", "H", "H", "H", "H", "H", "H", "C", "O", "O", "C", "F", "F", "F", "C", "C", "H", "H", "H", "H", "H", "H", "C", "O", "O", "C", "F", "F", "F", "C", "C", "H", "H", "H", "H", "H", "H", "C", "C", "C", "O", "H", "H", "H", "H", "H", "H", "H", "C", "C", "C", "O", "H", "H", "H", "H", "H", "H", "H", "C", "O", "C", "C", "N", "H", "H", "C", "C", "O", "C", "H", "H", "H", "H", "H", "H", "H", "H", "H", "H", "H", "H", "H", "H", "C", "O", "C", "C", "N", "H", "H", "C", "C", "O", "C", "H", "H", "H", "H", "H", "H", "H", "H", "H", "H", "H", "H", "H", "H", "C", "O", "C", "C", "N", "H", "H", "C", "C", "O", "C", "H", "H", "H", "H", "H", "H", "H", "H", "H", "H", "H", "H", "H", "H", "C", "O", "C", "C", "N", "H", "H", "C", "C", "O", "C", "H", "H", "H", "H", "H", "H", "H", "H", "H", "H", "H", "H", "H", "H", "C", "O", "C", "C", "N", "H", "H", "C", "C", "O", "C", "H", "H", "H", "H", "H", "H", "H", "H", "H", "H", "H", "H", "H", "H", "C", "O", "C", "C", "N", "H", "H", "C", "C", "O", "C", "H", "H", "H", "H", "H", "H", "H", "H", "H", "H", "H", "H", "H", "H", "C", "O", "C", "C", "N", "H", "H", "C", "C", "O", "C", "H", "H", "H", "H", "H", "H", "H", "H", "H", "H", "H", "H", "H", "H", "C", "O", "C", "C", "N", "H", "H", "C", "C", "O", "C", "H", "H", "H", "H", "H", "H", "H", "H", "H", "H", "H", "H", "H", "H", "C", "O", "C", "C", "N", "H", "H", "C", "C", "O", "C", "H", "H", "H", "H", "H", "H", "H", "H", "H", "H", "H", "H", "H", "H"],
  "coordinates": [[1.06, 0.66, 1.54], [0.69, 0.43, 0.16], [2.37, 0.16, 1.81], [0.78, 2.11, 1.95], [1.49, 3.00, 1.23], [-0.51, 2.46, 1.65], [0.96, 2.44, 3.22], [-0.46, -0.38, -0.15], [-0.46, -0.57, -1.66], [-0.84, 0.34, -2.13], [0.53, -0.82, -2.03], [-1.08, -1.30, -2.19], [-1.35, 0.12, 0.24], [-0.34, -1.39, 0.26], [0.32, 0.15, 2.16], [-1.24, 4.79, 7.54], [-1.61, 5.06, 6.16], [-2.21, 3.85, 7.97], [0.32, 4.50, 7.62], [0.90, 5.46, 8.32], [0.70, 3.38, 8.28], [0.88, 4.36, 6.38], [-1.34, 6.37, 5.66], [-1.48, 6.19, 4.14], [-2.52, 5.93, 3.94], [-1.32, 7.13, 3.62], [-0.76, 5.48, 3.74], [-0.29, 6.61, 5.81], [-2.01, 7.17, 5.97], [-1.38, 5.67, 8.16], [-7.78, -0.54, -1.68], [-6.38, -0.19, -1.84], [-8.10, -1.46, -2.68], [-8.08, -0.89, -0.15], [-9.13, -1.61, 0.10], [-7.05, -1.46, 0.57], [-8.44, 0.22, 0.52], [-5.98, 1.09, -1.34], [-4.42, 1.03, -1.37], [-3.99, 1.96, -1.01], [-4.04, 0.24, -0.71], [-4.05, 0.90, -2.39], [-6.22, 1.30, -0.29], [-6.32, 1.98, -1.86], [-8.34, 0.38, -1.81], [-3.13, -3.69, -0.46], [-3.11, -3.74, 0.95], [-2.13, -4.57, -0.91], [-4.56, -4.06, -1.05], [-5.10, -5.15, -0.57], [-5.34, -3.09, -0.80], [-4.69, -4.22, -2.40], [-3.63, -2.57, 1.66], [-3.13, -2.58, 3.10], [-2.06, -2.33, 3.09], [-3.63, -1.85, 3.74], [-3.25, -3.56, 3.55], [-4.71, -2.59, 1.62], [-3.19, -1.68, 1.21], [-3.03, -2.64, -0.72], [-6.22, 6.17, 0.75], [-4.88, 5.98, 0.42], [-6.22, 7.50, 1.26], [-7.26, 5.85, -0.34], [-7.42, 6.74, -1.38], [-6.97, 4.60, -0.88], [-8.45, 5.76, 0.19], [-4.37, 4.63, 0.53], [-2.94, 4.44, 1.11], [-2.27, 4.82, 0.33], [-2.75, 5.15, 1.91], [-2.67, 3.41, 1.34], [-4.44, 4.27, -0.49], [-4.93, 3.91, 1.13], [-6.40, 5.54, 1.62], [1.54, -1.04, -5.01], [1.90, 0.44, -5.11], [3.21, 0.81, -4.38], [1.92, 0.85, -6.44], [0.47, -1.11, -5.19], [1.72, -1.44, -4.01], [2.02, -1.62, -5.80], [1.08, 0.98, -4.64], [3.22, 1.87, -4.14], [4.06, 0.30, -4.84], [3.33, 0.33, -3.41], [6.29, 1.86, -2.43], [5.73, 1.91, -1.01], [4.19, 2.07, -1.01], [6.22, 0.87, -0.17], [7.37, 1.91, -2.49], [5.75, 2.61, -3.00], [6.03, 0.87, -2.82], [6.09, 2.83, -0.56], [3.84, 1.94, 0.01], [3.72, 1.23, -1.53], [3.79, 3.01, -1.39], [-0.20, 3.05, -2.13], [0.27, 4.19, -2.81], [1.31, 4.86, -2.14], [2.35, 5.34, -3.17], [1.72, 6.15, -4.33], [2.48, 6.48, -4.91], [1.28, 5.51, -4.97], [0.89, 7.41, -4.01], [0.69, 8.19, -5.32], [-0.19, 7.50, -6.21], [-0.61, 8.22, -7.32], [-0.25, 3.04, -1.04], [0.52, 2.24, -2.25], [-1.21, 2.84, -2.48], [1.80, 4.36, -1.30], [0.92, 5.65, -1.49], [2.88, 4.46, -3.53], [3.15, 5.94, -2.74], [1.50, 7.84, -3.21], [-0.07, 7.07, -3.62], [1.68, 8.36, -5.74], [0.23, 9.16, -5.11], [0.19, 8.76, -7.82], [-1.46, 8.87, -7.11], [-0.87, 7.57, -8.15], [5.91, -3.43, -3.37], [5.03, -3.19, -2.21], [4.17, -2.09, -2.54], [3.26, -1.84, -1.28], [4.01, -1.22, -0.07], [4.48, -0.37, -0.35], [3.40, -0.76, 0.59], [4.98, -2.03, 0.84], [4.34, -3.14, 1.65], [3.75, -4.17, 0.82], [4.67, -5.07, 0.20], [6.43, -2.57, -3.78], [5.43, -3.95, -4.20], [6.69, -4.11, -3.03], [3.65, -2.30, -3.48], [4.78, -1.19, -2.64], [2.56, -2.64, -1.07], [2.59, -1.02, -1.57], [5.44, -1.26, 1.46], [5.83, -2.41, 0.28], [3.45, -2.73, 2.14], [4.97, -3.51, 2.46], [5.30, -4.73, -0.63], [4.03, -5.84, -0.25], [5.39, -5.52, 0.89], [-1.83, 0.86, -5.75], [-2.96, -0.01, -5.64], [-4.13, 0.73, -5.25], [-5.32, -0.19, -4.81], [-5.41, -1.36, -5.76], [-6.15, -1.17, -6.42], [-4.54, -1.26, -6.26], [-5.64, -2.75, -5.11], [-5.65, -3.88, -6.18], [-4.49, -3.63, -7.09], [-4.38, -4.68, -8.08], [-1.02, 0.31, -6.24], [-1.43, 1.10, -4.76], [-2.07, 1.78, -6.28], [-4.36, 1.28, -6.17], [-3.95, 1.49, -4.50], [-6.26, 0.30, -4.58], [-5.03, -0.55, -3.82], [-6.61, -2.79, -4.61], [-4.89, -2.90, -4.34], [-6.51, -3.84, -6.85], [-5.58, -4.83, -5.64], [-4.71, -5.64, -7.67], [-3.42, -4.87, -8.56], [-5.06, -4.49, -8.90], [0.75, 0.29, 5.46], [-0.67, 0.22, 5.49], [-1.27, 0.65, 6.76], [-2.84, 0.70, 6.50], [-3.14, 2.08, 5.78], [-4.14, 2.23, 5.81], [-2.83, 2.84, 6.36], [-2.56, 2.28, 4.38], [-3.04, 1.15, 3.52], [-4.42, 1.04, 3.70], [-5.17, 0.68, 2.50], [1.16, 0.20, 4.46], [1.14, -0.49, 6.12], [1.23, 1.23, 5.75], [-0.89, 1.54, 7.25], [-1.01, -0.17, 7.43], [-3.41, 0.80, 7.43], [-3.28, -0.11, 5.93], [-1.50, 2.51, 4.45], [-3.02, 3.22, 4.06], [-2.58, 0.20, 3.80], [-2.86, 1.37, 2.47], [-4.66, -0.07, 1.89], [-5.28, 1.56, 1.87], [-6.20, 0.46, 2.80], [0.86, -4.16, -2.51], [1.88, -5.07, -2.30], [2.62, -5.51, -3.47], [3.64, -6.56, -3.14], [2.83, -7.75, -2.57], [2.33, -7.49, -1.73], [2.06, -7.88, -3.21], [3.71, -9.04, -2.45], [4.81, -8.94, -1.42], [5.72, -7.92, -1.79], [6.97, -7.93, -1.09], [-0.08, -4.54, -2.90], [1.14, -3.35, -3.19], [0.57, -3.83, -1.51], [3.16, -4.65, -3.87], [1.98, -5.81, -4.30], [4.27, -6.15, -2.36], [4.14, -6.94, -4.03], [4.09, -9.26, -3.45], [2.98, -9.76, -2.08], [5.22, -9.94, -1.28], [4.43, -8.66, -0.44], [7.66, -8.62, -1.57], [6.94, -8.39, -0.10], [7.28, -6.89, -1.09], [4.06, 3.26, 6.72], [4.34, 2.96, 5.36], [4.89, 1.64, 5.13], [5.00, 1.38, 3.64], [6.27, 2.08, 3.02], [7.08, 1.67, 3.46], [6.37, 1.78, 2.06], [6.25, 3.62, 2.91], [7.63, 4.18, 2.50], [8.63, 3.74, 3.41], [9.96, 4.19, 2.97], [4.97, 3.30, 7.32], [3.37, 2.54, 7.16], [3.69, 4.28, 6.60], [4.20, 0.93, 5.60], [5.89, 1.49, 5.55], [4.15, 1.80, 3.11], [5.00, 0.31, 3.43], [5.86, 4.04, 3.84], [5.50, 3.65, 2.12], [7.50, 5.26, 2.58], [7.86, 4.02, 1.45], [10.65, 3.46, 2.54], [10.51, 4.61, 3.82], [9.95, 5.04, 2.30], [0.94, 9.04, 7.49], [1.09, 8.68, 6.16], [1.64, 9.67, 5.30], [1.62, 9.22, 3.85], [2.62, 8.01, 3.69], [3.14, 8.09, 2.83], [3.39, 8.14, 4.33], [2.11, 6.56, 3.87], [3.29, 5.64, 3.64], [4.28, 5.79, 2.56], [3.81, 5.55, 1.25], [0.59, 8.22, 8.12], [0.25, 9.88, 7.54], [1.79, 9.52, 7.98], [2.66, 9.88, 5.59], [1.04, 10.57, 5.44], [2.02, 10.05, 3.27], [0.64, 8.96, 3.44], [1.25, 6.38, 3.21], [1.75, 6.48, 4.89], [2.81, 4.68, 3.50], [3.89, 5.48, 4.53], [4.71, 5.53, 0.62], [3.18, 6.43, 1.14], [3.22, 4.64, 1.21], [-5.29, -6.43, 3.10], [-3.91, -6.46, 2.91], [-3.42, -7.15, 1.78], [-1.88, -7.26, 1.57], [-1.13, -5.92, 1.61], [-1.50, -5.31, 0.90], [-1.43, -5.32, 2.37], [0.39, -5.98, 1.61], [0.95, -4.64, 2.21], [0.20, -4.31, 3.39], [0.83, -3.22, 4.20], [-5.70, -5.91, 2.23], [-5.60, -6.01, 4.05], [-5.61, -7.47, 3.04], [-3.85, -6.77, 0.86], [-3.60, -8.22, 1.78], [-1.75, -7.59, 0.54], [-1.46, -7.98, 2.27], [0.72, -6.19, 0.60], [0.69, -6.79, 2.28], [1.00, -3.79, 1.53], [1.94, -4.91, 2.59], [1.34, -2.48, 3.56], [1.51, -3.54, 4.99], [0.06, -2.59, 4.63], [-5.91, -8.25, -2.94], [-4.43, -8.32, -3.13], [-3.63, -8.03, -2.11], [-2.18, -7.95, -2.67], [-1.81, -6.65, -3.33], [-1.78, -5.90, -2.64], [-0.92, -6.82, -3.77], [-2.76, -6.24, -4.52], [-1.95, -5.30, -5.50], [-1.27, -4.21, -4.87], [-2.01, -3.14, -4.41], [-6.37, -8.69, -3.83], [-6.36, -7.26, -2.87], [-6.22, -8.87, -2.10], [-3.86, -8.80, -1.37], [-3.88, -7.13, -1.55], [-2.09, -8.75, -3.41], [-1.45, -8.09, -1.87], [-3.62, -5.77, -4.05], [-2.99, -7.19, -5.02], [-2.49, -5.09, -6.42], [-1.12, -5.86, -5.93], [-2.47, -3.30, -3.44], [-2.86, -2.78, -4.98], [-1.27, -2.35, -4.28]],
  "energy_ha": -7407.2886,
  "homo_ha": -0.2444,
  "total_charge": 2,
  "homo_lumo_gap_ev": 1.4
}